1.
The following is a DFT calculation (the ωB97M-V functional and the def2-TZVPD basis) of a cluster of 2 separate species, C19H35BN3O4 in total.

CARTESIAN COORDINATES (ANGSTROEM)
C  -5.741  7.086  1.444
C  -4.641  6.005  0.938
C  -5.104  5.120  -0.331
C  -3.372  5.844  1.588
C  -2.431  4.561  1.241
C  -1.608  4.962  -0.073
C  -0.751  3.797  -0.767
C  -0.916  4.011  -2.379
C  -1.140  2.293  -0.381
C  -0.013  1.610  0.590
C  0.524  0.213  0.031
O  0.972  0.093  -1.345
C  1.468  -1.270  -1.360
O  2.450  -1.725  -1.997
O  0.615  -2.036  -0.468
C  -0.365  -1.107  0.148
B  -1.642  -1.303  -0.870
N  -3.012  -1.555  -0.294
O  -1.536  -1.268  -2.309
H  -6.773  6.601  1.583
H  -5.402  7.404  2.502
H  -5.825  7.990  0.753
H  -5.600  4.137  0.024
H  -4.243  4.818  -1.016
H  -5.865  5.680  -0.986
H  -3.069  6.677  2.302
H  -1.724  4.463  2.138
H  -3.155  3.689  1.123
H  -2.253  5.470  -0.885
H  -0.856  5.782  0.253
H  0.360  3.991  -0.558
H  -1.992  4.293  -2.671
H  -0.655  3.064  -2.961
H  -0.206  4.844  -2.753
H  -1.069  1.678  -1.362
H  -2.202  2.136  0.001
H  -0.428  1.453  1.643
H  0.909  2.306  0.657
H  1.500  0.016  0.617
H  -0.571  -1.272  1.267
H  -2.863  -1.888  0.673
H  -3.354  -2.390  -0.816
H  -2.415  -1.048  -2.706
C  6.328  -6.462  2.503
C  5.021  -7.059  2.015
N  4.414  -6.262  0.944
C  3.945  -4.966  1.057
C  3.426  -4.627  -0.153
N  3.575  -5.726  -0.971
C  4.184  -6.704  -0.296
C  3.130  -5.834  -2.359
H  6.178  -5.458  2.907
H  6.757  -7.083  3.293
H  7.051  -6.390  1.688
H  4.299  -7.127  2.833
H  5.192  -8.070  1.638
H  4.042  -4.448  1.995
H  2.957  -3.735  -0.538
H  4.433  -7.682  -0.680
H  2.413  -6.652  -2.437
H  3.993  -6.036  -2.994
H  2.655  -4.905  -2.674

Summary:
maximum force: 5.7 eV Å⁻¹
net charge: +1
Kohn-Sham gap: 0.2653 Ha
lowest unoccupied orbital energy: -2.6 eV
E: -33599.874 eV

2.
The following is a DFT calculation (the ωB97M-V functional and the def2-TZVPD basis) of the ion C12H17N2 with charge +1.

CARTESIAN COORDINATES (ANGSTROEM)
C  0.509  -1.104  -1.724
C  -0.138  -2.340  -1.817
C  -0.018  -0.642  -0.562
C  -0.903  -2.688  -0.714
C  -1.232  -1.229  1.367
C  -0.951  -0.062  2.031
C  0.337  1.124  0.498
C  -1.541  -3.936  -0.366
C  2.460  1.687  -0.710
C  0.110  2.233  -1.602
C  -0.035  2.039  2.752
C  0.983  2.154  -0.375
N  -0.765  -1.576  0.115
N  -0.152  1.020  1.655
H  1.002  -0.692  -2.603
H  -0.049  -2.990  -2.662
H  -1.960  -1.926  1.776
H  -1.620  0.112  2.941
H  -0.757  -4.452  0.138
H  -2.478  -3.877  0.314
H  -1.870  -4.427  -1.279
H  2.920  2.419  -1.315
H  2.363  0.814  -1.324
H  2.962  1.661  0.352
H  -0.690  2.955  -1.510
H  -0.263  1.221  -1.852
H  0.797  2.564  -2.436
H  0.085  1.500  3.709
H  -1.072  2.632  2.730
H  0.864  2.681  2.365
H  1.103  3.126  0.110

Summary:
maximum force: 5.8 eV Å⁻¹
net charge: +1
Kohn-Sham gap: 0.2939 Ha
lowest unoccupied orbital energy: -3.8 eV
E: -15689.178 eV
relative energy (zero: lowest compared OMol25 entry of this formula, charge and spin): 4.4127 eV

What is the formula in the second record?
C12H17N2